[1]
Formula: C34H43NO3PPtSTe
Source: OMol25
Level of theory: the ωB97M-V functional and the def2-TZVPD basis

E_tot	-74255.737	eV
HOMO energy	-3.505	eV
frontier orbital gap	6.0	eV
LUMO energy	2.53	eV
energy above the lowest of the compared OMol25 structures with the same formula, charge and spin	64.9	kJ/mol

ORCA input file:
```
! RIJCOSX wB97M-V def2-TZVPD def2/J DEFGRID3
* xyz -1 1
H 3.37 4.90 1.28
Te -2.51 -1.08 1.10
H -1.07 3.15 -3.66
H -5.07 2.58 -1.78
C -3.66 -5.32 1.28
C -1.54 2.59 1.65
H -3.71 -7.47 -1.35
C 0.13 3.63 -1.94
H 2.92 3.73 0.02
C 3.04 -1.22 -0.31
H -0.56 -3.07 1.89
H -2.32 -3.20 3.35
C 4.32 2.44 2.01
H 5.65 2.43 -3.92
H -3.58 0.88 -0.79
H 4.29 -3.20 1.02
H 6.49 0.93 -2.13
H -3.69 0.62 -2.52
C 0.50 -3.10 1.66
P -0.86 1.46 -0.71
C -3.34 -4.85 -1.03
H -3.49 -4.49 3.70
C -3.31 -4.01 1.62
C 2.44 -2.17 0.64
C -0.12 3.64 -3.43
C -3.69 -5.75 -0.04
H -1.97 1.67 2.06
O 0.29 2.29 -1.45
H 4.99 3.23 2.35
C 2.70 4.08 1.03
H 3.25 2.48 -4.48
H 0.67 3.11 -3.95
H -0.69 4.12 -1.39
C 3.59 1.83 -3.69
H -3.35 -5.17 -2.06
H -5.19 -7.26 -0.41
H 1.06 4.14 -1.70
C 5.43 0.97 -2.37
C 1.22 0.89 1.35
C -3.34 1.32 -1.76
H -3.73 -7.87 0.37
H 3.23 -4.99 2.36
C -2.34 3.79 2.09
C 2.63 -4.19 1.95
H 2.56 2.57 4.15
C 1.97 1.81 1.62
C 2.49 3.39 3.44
H 4.61 2.14 1.00
O -1.92 1.43 -1.92
C 4.51 0.19 -1.68
H -2.58 -3.18 -2.81
H -3.90 -6.01 2.08
C -4.10 -7.17 -0.37
H -3.32 -1.80 -1.97
C -3.29 -3.62 3.07
H 3.16 4.20 3.76
H -4.03 -2.85 3.29
C 1.06 -2.06 0.90
H 0.76 -4.96 2.67
H -1.63 -2.17 -1.70
H -3.82 3.06 -2.94
H -0.15 4.67 -3.80
H -3.36 3.74 1.71
C 3.22 -3.18 1.20
H 1.67 4.45 1.04
C -2.98 -3.09 0.60
O -1.61 2.55 0.21
C -2.61 -2.63 -1.87
C 3.14 0.24 -1.97
H -0.51 2.64 1.97
H -2.38 3.83 3.18
S 4.78 -0.93 -0.39
H 1.63 1.07 -3.23
C 4.96 1.80 -3.38
C -2.99 -3.53 -0.74
C 1.25 -4.16 2.14
H 4.44 1.57 2.67
C 2.86 2.92 2.03
C -4.00 2.67 -1.93
Pt 0.06 -0.43 0.23
N 2.34 -0.57 -1.17
H 1.46 3.77 3.46
C 2.68 1.06 -3.00
H -3.59 3.38 -1.21
H -1.89 4.72 1.73
*
```

---

[2]
Formula: C25H63BrClInNO10
Source: OMol25
Level of theory: the ωB97M-V functional and the def2-TZVPD basis

E_tot	-136645.819	eV
HOMO energy	-4.520	eV
frontier orbital gap	6.6	eV
LUMO energy	2.09	eV

ORCA input file:
```
! RIJCOSX wB97M-V def2-TZVPD def2/J DEFGRID3
* xyz -1 1
C -1.58 -4.08 0.97
H -6.98 -0.33 -0.45
H -5.09 -0.46 -2.68
C 0.60 -3.26 -1.36
C -1.43 1.12 1.51
H 1.72 0.68 -0.07
C 6.09 -2.68 3.21
H 1.44 -3.83 -1.76
H -4.19 -0.94 -4.14
C -6.09 1.74 -5.83
H 2.49 2.65 0.76
O 5.74 -1.92 4.34
O -4.99 2.13 -5.03
H 9.61 -2.15 4.44
H -0.88 4.52 -0.69
H 7.01 -1.25 6.59
H 5.28 -3.36 2.92
C -5.28 3.13 -4.07
H 8.15 -1.14 4.41
H -4.03 2.03 -0.27
H -3.70 -3.75 -2.23
H -5.57 -3.52 -0.64
H -3.26 0.43 -0.43
H -5.85 3.95 -4.51
C -4.98 4.50 -7.22
O -6.20 3.80 -7.13
O -5.09 -2.50 -3.09
H -1.46 0.59 2.47
C -0.58 -2.98 0.68
H 9.30 -0.99 5.75
C -0.90 4.17 0.34
H 6.92 -2.86 7.34
C -3.10 1.48 -0.13
H 5.47 4.96 2.55
H 6.65 2.14 2.81
In 3.92 1.98 2.98
H 7.00 -3.26 3.37
O 0.59 -3.47 0.03
H -4.03 -3.00 0.05
C -6.72 -1.38 -0.55
H 0.56 1.78 1.86
C 2.90 -0.68 0.84
C 6.20 3.96 0.79
H -0.38 4.90 0.98
N 2.20 0.60 0.82
H 5.68 -3.71 5.38
H -7.02 -1.73 -1.54
C 3.09 1.77 0.96
O -5.32 -1.48 -0.36
H 3.90 0.50 3.91
H -7.27 -1.95 0.20
H 7.09 4.36 0.30
C 6.98 -2.33 6.38
H -0.33 -3.61 -1.83
C 6.21 4.19 2.30
C -1.52 -5.88 -0.58
H 7.18 4.62 2.57
H 6.12 2.90 0.56
H -2.33 1.91 -0.78
H -5.18 5.54 -6.96
H -3.34 -2.02 -2.09
Cl 4.82 4.74 -0.05
Br 2.36 3.64 4.29
O -2.74 1.58 1.23
H 3.90 1.76 0.21
H -4.33 3.51 -3.70
C -4.79 -2.75 -0.69
H -6.90 2.00 -7.78
H 4.87 -2.33 6.13
H 0.75 -2.20 -1.61
H 6.25 -1.97 2.40
H -4.57 4.46 -8.24
H -4.23 4.10 -6.53
H -0.67 2.93 2.41
O -2.10 -4.64 -0.22
H -0.43 -5.85 -0.50
H -1.94 4.10 0.68
C 8.84 -1.69 5.05
H -5.14 2.12 -7.71
H -1.80 -6.08 -1.61
H -6.04 0.66 -5.95
H -5.85 2.71 -3.23
H -1.06 -2.21 0.07
C -4.14 -2.76 -2.06
C 5.75 -2.63 5.56
C 5.92 2.91 3.10
H -7.03 1.98 -5.32
H 6.09 3.11 4.16
C -6.07 2.39 -7.19
H 3.59 -0.81 -0.01
C -0.40 2.23 1.61
H -0.26 -2.52 1.62
H -1.91 -6.69 0.05
H 2.15 -1.47 0.81
H -1.12 -4.85 1.60
H -1.11 0.41 0.74
O 8.18 -2.74 5.75
H -2.41 -3.64 1.53
H -5.97 -1.00 -4.13
C -5.08 -1.16 -3.52
H 3.48 -0.76 1.76
O -0.26 2.92 0.37
*
```

---

[3]
Formula: C4H12N2O
Source: OMol25
Level of theory: the ωB97M-V functional and the def2-TZVPD basis

E_tot	-9369.182	eV
HOMO energy	-8.591	eV
frontier orbital gap	9.5	eV
structure (SMILES)	CNC[C@@H](N)CO
LUMO energy	0.93	eV
energy above the lowest of the compared OMol25 structures with the same formula, charge and spin	194.1	kJ/mol

ORCA input file:
```
! RIJCOSX wB97M-V def2-TZVPD def2/J DEFGRID3
* xyz 0 1
H 1.37 0.93 0.04
H 1.64 -3.11 -0.97
H 1.99 -1.40 0.06
C 0.33 0.69 0.40
H -2.48 0.88 0.95
N 0.39 -0.19 -1.84
H 0.39 0.49 1.50
H -0.21 2.71 0.44
H 0.66 -1.88 1.07
N -0.58 1.79 0.27
C 0.03 -0.52 -0.48
H -1.42 1.50 2.16
C -1.75 1.69 1.13
C 0.93 -1.68 0.02
H -1.01 -0.89 -0.46
H 0.05 -0.92 -2.45
O 0.74 -2.83 -0.82
H 1.31 0.15 -2.07
H -2.37 2.60 1.06
*
```

---

[4]
Formula: C16H25ClF3N4O5P2S
Source: OMol25
Level of theory: the ωB97M-V functional and the def2-TZVPD basis

E_tot	-83275.114	eV
HOMO energy	-9.712	eV
frontier orbital gap	6.3	eV
LUMO energy	-3.39	eV

ORCA input file:
```
! RIJCOSX wB97M-V def2-TZVPD def2/J DEFGRID3
* xyz 1 1
C -2.60 -1.47 1.10
P 1.23 0.13 0.54
S -0.30 -2.82 1.03
H 1.42 -3.83 -4.90
Cl -4.11 -3.71 -0.22
H -2.45 -2.50 -2.20
H -1.78 0.66 3.88
F -0.91 -4.17 -1.15
H 3.14 4.30 1.20
O -2.18 2.89 -2.53
H 4.51 -1.46 -3.37
H -2.83 -2.31 1.76
C 0.77 4.87 3.42
C 4.30 -2.30 -5.29
H 1.42 -0.15 1.90
H -0.85 1.97 3.11
H 5.22 -1.93 -5.72
H -0.43 0.25 2.82
H -2.47 0.66 -1.40
H 2.77 2.32 3.01
C 1.47 5.29 2.32
H -2.72 1.79 1.88
O -1.19 -3.78 1.60
O 2.16 -0.54 -0.38
H 2.33 -2.47 -2.72
C 2.42 4.28 1.99
C 2.33 -3.26 -4.81
H 0.93 3.08 4.54
H 1.34 6.24 1.82
C 2.76 -2.59 -3.70
P -3.65 -1.75 -0.49
H 3.29 -3.47 -6.83
C -3.14 -0.21 1.82
C -1.92 2.69 -1.38
O -2.39 -1.81 -1.52
N 3.96 -2.01 -4.00
H -4.08 0.13 1.38
H -1.33 3.43 -0.79
C -0.59 -0.24 0.22
N 1.25 3.62 3.76
N -2.16 0.94 1.81
F 0.34 -2.47 -1.53
C 2.25 3.26 2.89
C -1.23 0.96 2.99
C 3.31 -3.08 -5.83
C 0.08 -3.45 -0.70
H 1.24 1.53 0.39
H -0.62 -0.39 -0.86
C -2.39 1.44 -0.64
N -1.13 -1.37 1.01
H 0.00 5.34 3.99
F 1.13 -4.21 -0.55
H -3.34 -0.42 2.87
O 0.97 -2.52 1.60
H -0.74 1.89 0.63
C -1.43 1.04 0.50
H -3.39 1.68 -0.26
*
```

---

[5]
Formula: C47H102BF22N5O6P3
Source: OMol25
Level of theory: the ωB97M-V functional and the def2-TZVPD basis

E_tot	-158479.565	eV
HOMO energy	-5.526	eV
frontier orbital gap	6.4	eV
LUMO energy	0.89	eV

ORCA input file:
```
! RIJCOSX wB97M-V def2-TZVPD def2/J DEFGRID3
* xyz -1 1
N 9.98 14.74 14.10
O 15.64 16.64 11.85
H 14.01 10.27 18.31
H 13.08 11.43 19.33
H 13.15 11.70 16.11
F 21.13 14.57 11.82
H 8.73 15.65 11.32
C 13.85 11.59 15.28
C 12.95 20.66 14.85
H 11.43 14.58 15.55
H 16.96 14.94 9.04
H 14.37 9.61 15.73
N 16.43 14.43 16.10
N 13.28 19.61 16.99
H 15.23 19.29 16.01
C 8.26 12.57 16.87
H 16.69 15.01 14.01
H 13.28 20.89 21.60
H 12.84 18.80 13.92
H 16.48 13.47 17.94
C 17.87 14.74 9.61
H 11.67 22.56 20.75
H 17.65 12.71 16.78
H 15.42 11.19 19.93
F 13.77 15.12 21.13
H 17.72 12.48 20.82
C 17.41 8.70 12.76
H 15.69 12.17 14.64
H 18.13 8.39 12.00
C 17.21 13.63 17.16
H 14.58 7.65 20.72
C 15.51 10.89 20.97
F 10.57 7.84 14.06
N 13.48 9.46 20.14
H 12.07 14.60 13.80
H 11.91 9.18 17.71
H 19.73 12.43 9.42
C 9.73 15.40 11.68
C 17.95 11.23 10.93
O 13.43 12.93 11.88
H 17.10 12.21 12.70
H 12.00 21.12 16.55
O 15.54 17.75 13.78
H 14.31 9.82 13.98
H 12.80 18.53 18.66
H 12.33 21.37 14.30
H 17.81 10.29 10.40
H 11.58 18.29 16.49
C 15.05 16.95 12.97
H 17.54 13.46 14.67
F 20.39 13.04 13.34
C 17.56 13.74 10.65
C 13.14 10.41 18.95
H 11.29 13.11 14.47
H 9.04 16.66 14.01
H 18.56 14.19 7.58
H 12.84 9.60 14.90
H 11.95 8.98 21.61
C 16.27 15.82 16.74
H 8.03 14.98 14.91
F 17.33 10.05 18.67
F 16.20 9.04 16.96
C 13.24 20.66 19.40
H 18.38 13.72 11.37
C 16.86 13.07 21.11
H 13.12 21.63 18.94
H 15.54 12.13 9.97
H 16.09 11.99 22.75
H 18.58 14.34 18.65
H 10.18 8.93 19.57
F 10.47 9.49 15.77
H 11.51 19.67 18.30
H 14.18 9.42 22.14
H 16.09 10.94 11.97
H 16.22 16.54 15.93
O 13.06 14.80 10.89
C 10.03 16.25 13.86
H 12.17 7.81 20.32
H 19.87 14.38 8.86
H 17.15 10.41 14.15
H 9.50 14.09 18.11
F 17.07 7.52 18.59
F 21.88 14.57 13.98
C 13.17 13.50 10.81
H 7.90 12.53 14.79
C 16.34 12.05 9.24
H 16.62 13.83 11.19
C 15.04 13.76 15.92
P 9.55 9.01 14.51
C 18.77 12.58 8.91
H 16.46 13.59 20.24
H 14.86 18.32 17.51
H 18.07 15.15 15.10
C 17.49 15.99 17.63
F 17.98 7.72 16.43
H 15.37 8.79 19.48
H 10.72 10.44 20.30
C 11.37 14.20 14.53
C 17.63 10.16 13.20
N 17.67 12.38 9.95
C 8.68 12.89 15.47
F 13.47 16.38 19.27
H 18.26 15.70 9.94
F 11.62 15.53 20.40
C 10.45 16.47 12.44
H 14.48 13.80 16.85
H 8.08 11.50 16.99
H 18.57 11.94 8.05
F 14.24 14.11 19.08
H 18.67 10.41 13.39
C 12.59 19.56 18.39
H 14.32 20.50 19.43
C 12.32 19.30 14.74
P 17.67 8.79 17.64
H 17.56 8.09 13.65
C 14.48 8.28 19.84
F 18.29 9.98 16.68
C 9.34 13.02 17.95
C 11.04 9.58 19.71
H 13.38 14.73 11.79
H 10.50 17.50 12.08
C 15.11 12.31 15.55
H 10.36 14.99 10.89
H 13.91 7.80 19.05
C 13.82 10.08 14.92
H 17.03 16.16 18.60
C 15.74 12.18 21.74
F 19.73 15.28 13.51
H 10.17 13.34 12.50
H 17.02 13.93 21.76
C 11.35 21.54 20.93
H 9.47 12.16 15.30
F 10.30 10.04 13.53
F 12.16 14.60 18.33
C 18.85 14.07 8.63
H 11.47 16.12 12.36
H 14.67 14.46 15.17
H 10.77 21.58 21.86
C 9.56 14.22 12.69
F 12.51 13.40 20.32
O 13.06 12.97 9.71
H 11.29 19.32 14.37
C 12.55 20.65 20.83
P 12.96 14.87 19.75
H 12.32 19.62 21.08
F 8.81 7.87 15.48
H 9.37 14.83 16.05
C 12.55 18.56 16.08
H 16.34 8.58 12.58
H 10.31 12.55 17.78
H 15.23 20.11 17.64
H 18.96 11.43 11.30
C 8.91 14.39 15.16
F 8.36 10.11 14.88
C 11.79 9.96 18.47
H 15.39 15.88 17.37
H 9.18 12.55 18.92
F 8.67 8.53 13.20
H 16.25 12.70 8.37
C 14.83 19.29 17.03
H 10.71 16.65 14.61
O 14.02 16.38 13.16
H 11.15 10.67 17.93
H 14.73 16.32 11.79
C 13.05 20.97 16.29
H 8.49 13.98 12.70
H 15.62 11.84 16.40
H 7.29 12.98 17.17
H 16.30 10.15 21.00
H 13.43 10.90 21.75
C 12.15 8.87 20.54
H 13.33 12.10 14.47
H 13.54 21.89 16.61
H 14.89 12.86 21.84
H 16.52 11.08 8.77
H 10.58 21.27 20.20
H 13.89 20.77 14.31
B 20.75 14.36 13.15
C 18.21 14.62 17.67
H 13.09 17.62 16.08
C 17.11 11.23 12.22
H 18.11 16.87 17.50
H 19.09 14.62 17.04
C 14.16 10.19 21.37
C 17.25 14.50 14.79
F 19.12 8.55 18.44
*
```

---

[6]
Formula: C5H10N2
Source: OMol25
Level of theory: the ωB97M-V functional and the def2-TZVPD basis

E_tot	-8321.260	eV
HOMO energy (spin up / spin down)	-8.695 / -7.763	eV
frontier orbital gap (spin up / spin down)	9.4 / 8.0	eV
LUMO energy (spin up / spin down)	0.74 / 0.25	eV
energy above the lowest of the compared OMol25 structures with the same formula, charge and spin	586.0	kJ/mol

ORCA input file:
```
! RIJCOSX wB97M-V def2-TZVPD def2/J DEFGRID3
* xyz 0 1
C 2.07 -0.85 -0.50
N 0.78 1.33 -0.61
H -1.34 1.69 0.48
H -2.49 1.52 -0.92
C -1.89 1.11 -0.24
N 1.23 1.29 0.69
H 3.08 -0.23 -0.66
H -2.41 -0.72 0.44
C 0.92 0.07 -0.02
C -0.31 -0.65 0.44
H -0.32 -1.79 0.46
H 2.29 -1.75 0.26
H 1.88 -1.18 -1.40
H -1.86 -0.65 -1.26
C -1.69 -0.32 -0.18
H -0.59 -0.37 1.51
H 0.67 1.49 1.51
*
```

---

[7]
Formula: C2H8NO3
Source: OMol25
Level of theory: the ωB97M-V functional and the def2-TZVPD basis

E_tot	-9830.357	eV
HOMO energy	-15.297	eV
frontier orbital gap	11.7	eV
LUMO energy	-3.61	eV
energy above the lowest of the compared OMol25 structures with the same formula, charge and spin	11.1	kJ/mol

ORCA input file:
```
! RIJCOSX wB97M-V def2-TZVPD def2/J DEFGRID3
* xyz 1 1
C 0.62 -1.13 1.12
H 0.28 -0.86 2.09
H -0.97 3.59 -0.88
H -0.81 -2.62 1.32
C 0.05 -0.14 0.07
H -0.67 2.88 -2.18
H 1.70 -1.18 0.97
H 0.68 -3.19 0.96
O -0.32 2.99 -1.28
N 0.01 -2.45 0.75
O 0.16 1.09 0.43
H -0.05 1.76 -0.28
H -0.16 -2.44 -0.27
O -0.41 -0.60 -0.95
*
```